Record 1
C21H38Br2FN2 | the ωB97M-V functional and the def2-TZVPD basis

Cartesian coordinates (Å):
C -4.756 -7.122 0.768
C -4.313 -6.280 -0.605
C -4.149 -4.646 -0.291
C -2.992 -4.109 -1.320
C -2.564 -2.512 -1.065
C -2.677 -2.084 0.510
C -2.124 -0.592 0.883
C -1.337 0.197 -0.314
C -0.270 1.234 0.451
C -0.975 2.607 1.002
C 0.278 3.681 1.273
C 0.983 3.408 2.765
C 2.432 4.177 2.845
C 2.715 5.458 3.890
C 4.257 5.971 3.719
N 5.353 5.547 2.827
N 5.112 4.510 1.988
C 3.779 3.845 1.990
C 3.654 2.548 0.941
C 4.099 2.914 -0.596
C 5.698 2.520 -0.885
F 3.751 4.290 -1.033
H -5.114 -6.358 1.607
H -5.601 -7.901 0.515
H -3.826 -7.689 1.256
H -5.037 -6.490 -1.512
H -3.201 -6.650 -0.831
H -5.190 -4.106 -0.434
H -3.828 -4.601 0.857
H -3.200 -4.341 -2.457
H -2.002 -4.721 -1.052
H -1.460 -2.436 -1.513
H -3.255 -1.852 -1.779
H -3.841 -2.087 0.774
H -2.215 -2.957 1.163
H -3.062 0.078 1.188
H -1.493 -0.704 1.887
H -0.662 -0.475 -1.000
H -2.143 0.821 -0.917
H 0.575 1.438 -0.347
H 0.154 0.643 1.371
H -1.749 3.086 0.238
H -1.565 2.408 2.014
H -0.062 4.797 1.176
H 1.058 3.494 0.390
H 0.266 3.968 3.537
H 1.022 2.269 3.040
H 1.905 5.893 4.619
H 4.548 6.863 4.461
H 5.896 4.183 1.346
H 2.596 2.051 0.948
H 4.409 1.727 1.355
H 3.485 2.180 -1.309
H 6.021 1.628 -0.160
H 5.870 2.130 -1.975
H 6.405 3.448 -0.681
Br 0.306 0.182 -4.087
C 0.010 -1.385 -5.210
C -0.606 -2.516 -4.420
Br 0.724 -3.401 -3.300
H 0.973 -1.643 -5.659
H -0.673 -1.047 -5.994
H -0.977 -3.297 -5.089
H -1.416 -2.194 -3.760

Its total energy is -168156.629 eV. The total charge is +1. For the orbital gap, the calculation gives 6.58 eV. For the HOMO energy, the calculation gives -11.760 eV.

Mulliken atomic charge list, values in e, 8 entries: number 1, C, carries -0.865; number 2, C, carries -0.359; number 3, C, carries -0.371; number 4, C, carries -0.788; number 5, C, carries 0.138; number 6, C, carries -0.534; number 7, C, carries -0.576; number 8, C, carries -0.089


Record 2
C21H38F2IN2O5P | the ωB97M-V functional and the def2-TZVPD basis

Cartesian coordinates (Å):
C 1.579 3.837 3.019
C 0.852 2.501 2.849
P 1.777 1.119 2.075
C 3.505 1.317 2.717
C 1.865 1.420 0.206
C 0.701 0.803 -0.527
C -0.686 1.002 0.051
O -1.004 0.097 1.083
C -1.687 0.750 -1.075
N -1.586 1.762 -2.134
O 1.772 2.880 0.037
C 3.015 3.349 -0.181
O 3.493 4.338 0.293
C 3.631 2.335 -1.174
N 2.863 2.554 -2.439
C 3.345 1.791 -3.546
O 2.758 1.716 -4.601
F 4.492 1.161 -3.344
C 3.034 3.935 -2.841
O 2.169 4.750 -2.966
F 4.316 4.207 -3.055
C 3.236 1.078 -0.401
C 3.421 -0.247 -1.135
C 3.686 -1.373 -0.126
C 2.848 -2.613 -0.358
I 5.774 -1.985 -0.268
H 2.630 3.740 3.244
H 1.139 4.426 3.810
H 1.470 4.414 2.118
H 0.533 2.134 3.811
H -0.058 2.699 2.311
H 4.043 0.393 2.625
H 4.012 2.137 2.224
H 3.386 1.617 3.746
H 0.853 -0.262 -0.643
H 0.706 1.220 -1.525
H -0.860 2.015 0.377
H -0.375 -0.620 1.074
H -1.491 -0.259 -1.437
H -2.672 0.723 -0.639
H -2.515 2.031 -2.425
H -1.196 1.320 -2.952
H 4.704 2.398 -1.237
H 4.006 1.045 0.360
H 2.613 -0.498 -1.807
H 4.302 -0.128 -1.733
H 3.586 -1.027 0.886
H 1.802 -2.346 -0.300
H 3.088 -3.052 -1.310
H 3.091 -3.337 0.400
C -2.559 -4.120 0.125
C -3.578 -3.306 -0.667
C -4.203 -2.169 0.140
C -5.008 -2.608 1.363
C -6.158 -3.570 1.068
C -7.228 -2.976 0.155
H -3.016 -4.612 0.985
H -2.116 -4.898 -0.500
H -1.751 -3.481 0.489
H -4.355 -3.969 -1.056
H -3.080 -2.876 -1.541
H -4.841 -1.578 -0.524
H -3.408 -1.493 0.471
H -5.409 -1.714 1.850
H -4.339 -3.071 2.094
H -6.623 -3.853 2.016
H -5.775 -4.495 0.629
H -7.654 -2.072 0.594
H -8.039 -3.688 0.000
H -6.825 -2.720 -0.826

Its total energy is -58435.091 eV. For the orbital gap, the calculation gives 8.59 eV. As for the SMILES: CCP(C)[C@@]1(C[C@H](O)CN)OC(=O)[C@H](N(C(=O)F)C(=O)F)[C@@H]1C[C@@H](C)I.CCCCCC. For the HOMO energy, the calculation gives -8.436 eV.

Mulliken atomic charge list, values in e, 8 entries: number 1, C, carries -1.181; number 2, C, carries -0.499; number 3, P, carries 0.037; number 4, C, carries -1.464; number 5, C, carries 1.892; number 6, C, carries -1.894; number 7, C, carries 0.218; number 8, O, carries -0.542


Record 3
C21H38F5N2O2 | the ωB97M-V functional and the def2-TZVPD basis

Cartesian coordinates (Å):
C 0.348 5.586 -4.569
C 1.240 4.466 -4.446
F 0.669 3.251 -4.682
F 2.401 4.458 -5.308
C 1.924 4.342 -3.066
F 3.021 3.541 -3.088
F 1.099 3.787 -2.150
F 2.339 5.541 -2.577
H -0.367 5.401 -5.360
H 0.941 6.467 -4.771
C 0.455 0.298 2.296
C -0.080 1.522 1.527
C 0.994 2.604 1.452
C 1.263 3.262 2.804
C -0.031 3.802 3.416
C -1.175 2.785 3.463
N -1.314 2.067 2.164
O -2.012 2.750 1.328
C -0.958 1.787 4.616
C -2.477 3.514 3.767
C -0.402 1.009 0.130
H 1.147 -0.251 1.660
H 1.007 0.541 3.201
H -0.356 -0.382 2.558
H 0.695 3.375 0.737
H 1.912 2.164 1.060
H 1.745 2.559 3.491
H 1.968 4.084 2.669
H 0.160 4.158 4.431
H -0.352 4.671 2.835
H -1.687 0.977 4.564
H -1.089 2.294 5.572
H 0.037 1.349 4.634
H -2.660 4.329 3.071
H -2.422 3.937 4.770
H -3.327 2.832 3.727
H -1.141 0.206 0.173
H 0.506 0.608 -0.318
H -0.774 1.783 -0.536
C 1.736 -3.262 -2.077
C 1.141 -3.937 -0.827
C 0.815 -5.399 -1.122
C -0.370 -5.560 -2.073
C -1.596 -4.808 -1.555
C -1.328 -3.351 -1.175
N -0.086 -3.232 -0.357
O -0.318 -3.476 0.884
C -1.235 -2.470 -2.435
C -2.505 -2.820 -0.370
C 2.210 -3.846 0.251
H 2.765 -3.593 -2.213
H 1.216 -3.504 -3.000
H 1.749 -2.178 -1.964
H 0.589 -5.914 -0.183
H 1.701 -5.882 -1.538
H -0.108 -5.215 -3.077
H -0.612 -6.620 -2.173
H -2.389 -4.831 -2.305
H -1.982 -5.338 -0.678
H -0.899 -1.465 -2.177
H -2.217 -2.383 -2.897
H -0.571 -2.865 -3.200
H -2.733 -3.450 0.487
H -3.388 -2.791 -1.007
H -2.312 -1.809 -0.009
H 2.471 -2.806 0.452
H 3.106 -4.361 -0.093
H 1.898 -4.308 1.185

As for the spin multiplicity: 3. Its total energy is -43053.266 eV. The total charge is -1. For the orbital gap (alpha / beta), the calculation gives 4.60 / 4.40 eV. For the HOMO energy (alpha / beta), the calculation gives -2.393 / -2.393 eV.

Mulliken atomic charge list, values in e, 8 entries: number 1, C, carries -1.397; number 2, C, carries 0.832; number 3, F, carries -0.304; number 4, F, carries -0.356; number 5, C, carries 0.599; number 6, F, carries -0.292; number 7, F, carries -0.249; number 8, F, carries -0.276


Record 4
C21H38FN3O4P | the ωB97M-V functional and the def2-TZVPD basis

Cartesian coordinates (Å):
C 0.354 1.510 2.612
C -0.567 0.311 2.894
O -1.120 -0.453 1.849
C -0.982 -0.735 0.515
C -1.878 -2.007 0.338
C -2.441 -2.371 -0.879
C -3.214 -3.530 -0.957
N -3.443 -4.349 0.066
C -2.902 -3.995 1.225
C -2.121 -2.851 1.421
C -1.743 0.388 -0.308
C -1.945 1.734 0.445
P -3.392 1.733 1.521
O -3.940 0.407 1.806
O -2.963 2.565 2.819
O -4.421 2.682 0.763
N -1.212 0.716 -1.615
C 0.211 1.012 -1.532
C 0.629 1.584 -2.907
C -0.366 2.580 -3.456
F 1.867 2.186 -2.813
C 0.926 -0.325 -1.288
C 2.438 -0.316 -1.571
C 3.474 0.550 -0.806
C 3.054 1.852 -0.136
C 4.630 0.857 -1.775
N 0.479 -1.099 -0.027
C 0.578 -2.540 -0.446
C 1.550 -0.989 1.037
C 1.411 -1.894 2.262
H -0.031 2.413 3.073
H 1.349 1.335 3.014
H 0.482 1.713 1.556
H -1.389 0.690 3.490
H -0.039 -0.337 3.586
H -2.297 -1.765 -1.758
H -3.658 -3.793 -1.906
H -3.077 -4.651 2.066
H -1.730 -2.654 2.403
H -2.773 0.091 -0.454
H -2.203 2.431 -0.350
H -1.057 2.143 0.906
H -3.385 2.192 3.604
H -4.830 3.320 1.359
H -1.406 0.031 -2.331
H 0.424 1.790 -0.808
H 0.711 0.742 -3.601
H -1.140 2.090 -4.031
H -0.797 3.201 -2.679
H 0.162 3.240 -4.140
H 0.517 -0.910 -2.107
H 2.562 -0.137 -2.633
H 2.802 -1.340 -1.477
H 3.938 -0.069 -0.041
H 3.000 2.693 -0.819
H 2.120 1.830 0.417
H 3.818 2.119 0.592
H 4.345 1.605 -2.504
H 4.917 -0.070 -2.267
H 5.496 1.160 -1.194
H -0.014 -2.760 -1.322
H 0.291 -3.220 0.343
H 1.610 -2.762 -0.686
H 1.706 0.051 1.265
H 2.473 -1.308 0.576
H 2.151 -2.684 2.273
H 1.572 -1.298 3.152
H 0.429 -2.334 2.373

Its total energy is -47054.107 eV. The total charge is +1. For the orbital gap, the calculation gives 10.07 eV. As for the SMILES: CCO[C@@]1(c2ccncc2)[C@@H](CP(=O)(O)O)N[C@H]([C@@H](C)F)[C@@H](CC(C)C)[N@@+]1(C)CC. For the HOMO energy, the calculation gives -12.340 eV.

Mulliken atomic charge list, values in e, 8 entries: number 1, C, carries -0.658; number 2, C, carries -0.650; number 3, O, carries -0.339; number 4, C, carries 2.933; number 5, C, carries -0.632; number 6, C, carries -0.431; number 7, C, carries -0.687; number 8, N, carries -0.589


Record 5
C21H38N2O2 | the ωB97M-V functional and the def2-TZVPD basis

Cartesian coordinates (Å):
C 4.302 2.141 0.922
H 4.337 2.538 1.840
H 4.663 1.176 0.891
H 5.112 2.620 0.289
C 2.949 2.162 -0.052
C 2.526 3.740 0.092
H 2.437 4.113 1.211
H 3.313 4.395 -0.644
H 1.561 4.001 -0.530
C 1.857 1.537 0.855
N 0.480 1.818 0.226
C -0.632 2.365 0.617
O -0.465 2.712 1.648
C -1.764 2.201 -0.081
H -1.558 2.234 -1.302
H -2.567 2.847 0.315
C -2.349 0.559 0.151
C -3.711 0.458 -0.611
C -4.749 1.483 -0.266
C -6.110 0.496 -0.030
H -6.347 0.174 0.795
C -5.787 -0.706 -0.768
H -5.805 -0.526 -1.939
H -6.308 -1.630 -0.461
C -4.188 -0.760 -0.840
H -3.574 -1.578 -1.284
H -4.051 -1.484 0.420
H -6.933 1.080 -0.599
H -5.106 2.175 -0.768
H -4.609 1.749 0.856
H -3.462 0.850 -1.794
H -2.614 0.553 1.037
H -1.629 0.007 -0.192
H 0.427 0.972 -0.682
H 2.092 0.474 1.012
H 1.720 2.248 1.883
C 3.064 1.820 -1.518
N 3.218 0.403 -1.178
C 2.210 -0.423 -1.756
O 0.980 0.041 -1.924
C 2.722 -2.002 -1.629
H 1.808 -2.400 -2.186
C 2.537 -2.572 -0.340
C 1.336 -3.505 -0.046
C -0.010 -2.476 -0.109
H -0.594 -3.258 -0.261
C 0.068 -2.103 1.440
H 0.373 -1.082 1.476
H -1.009 -1.998 1.660
C 0.829 -2.758 2.299
H 1.835 -2.166 2.517
H 0.510 -3.167 3.099
C 1.623 -3.896 1.239
H 0.808 -4.880 1.496
H 2.545 -4.386 1.723
H 0.136 -1.649 -0.571
H 1.298 -4.216 -0.896
H 2.642 -1.726 0.425
H 3.536 -3.081 -0.237
H 3.786 -2.015 -1.932
H 4.190 -0.059 -1.295
H 3.928 2.299 -1.750
H 2.172 2.059 -1.959

Its total energy is -29449.438 eV. The value obtained for the energy above the lowest of the compared OMol25 structures with the same formula, charge and spin is 21.966 eV. For the orbital gap, the calculation gives 8.54 eV. For the HOMO energy, the calculation gives -8.141 eV.

Mulliken atomic charge list, values in e, 8 entries: number 1, C, carries -1.852; number 2, H, carries 0.460; number 3, H, carries 0.502; number 4, H, carries 0.396; number 5, C, carries 1.995; number 6, C, carries -1.222; number 7, H, carries 0.301; number 8, H, carries 0.275


Record 6
C21H38N7O4S2 | the ωB97M-V functional and the def2-TZVPD basis

Cartesian coordinates (Å):
C -2.455 -2.286 4.825
C -3.059 -2.034 3.290
C -1.912 -1.147 2.506
C -1.524 -1.695 1.012
C -0.587 -3.081 1.034
N 0.620 -2.774 0.205
C 0.956 -2.730 -1.249
N 0.111 -3.046 -2.266
C -1.302 -3.546 -2.224
C -1.257 -5.172 -2.462
C -1.438 -6.086 -1.120
N 2.367 -2.293 -1.611
C 2.916 -2.102 -0.189
O 4.319 -1.706 0.010
N 4.646 -0.618 -0.715
O 3.799 0.256 -0.626
N 1.803 -2.397 0.820
C 2.220 -2.234 2.258
C 2.687 -0.716 2.685
C 1.456 0.319 3.001
S 2.181 1.996 3.551
C 0.641 3.098 3.803
S -0.281 3.035 5.268
N 0.282 3.989 2.619
C 1.301 4.929 2.003
C 0.374 5.554 0.793
N -1.009 4.916 0.876
C -1.114 3.912 2.041
H -3.065 -3.104 5.408
H -2.454 -1.230 5.354
H -1.317 -2.588 4.680
H -4.016 -1.339 3.452
H -3.368 -3.023 2.746
H -1.000 -0.987 3.222
H -2.394 -0.067 2.348
H -1.037 -0.826 0.398
H -2.549 -1.952 0.456
H -0.397 -3.325 2.163
H -1.296 -3.925 0.622
H 0.517 -2.923 -3.244
H -1.828 -3.111 -3.207
H -1.970 -3.185 -1.342
H -0.303 -5.436 -3.118
H -2.187 -5.423 -3.168
H -1.321 -7.222 -1.463
H -2.509 -5.995 -0.658
H -0.572 -5.927 -0.314
H 3.184 -2.923 2.408
H 1.446 -2.590 3.058
H 3.410 -0.191 1.930
H 3.299 -0.825 3.704
H 0.885 -0.095 3.946
H 0.722 0.433 2.093
H 2.429 5.142 2.293
H 0.800 6.336 0.016
H -2.023 3.237 2.353
C -1.425 4.587 -3.010
O -1.290 3.757 -4.160
C -0.710 4.454 -5.265
C 0.774 4.108 -5.426
O 1.545 4.602 -4.324
C 1.861 3.580 -3.386
H -1.645 3.948 -2.150
H -0.511 5.148 -2.801
H -2.258 5.281 -3.155
H -0.853 5.537 -5.165
H -1.245 4.128 -6.164
H 1.155 4.598 -6.327
H 0.916 3.027 -5.546
H 2.649 2.940 -3.790
H 0.986 2.973 -3.132
H 2.228 4.056 -2.473

Its total energy is -62658.528 eV. The total charge is +1. For the orbital gap, the calculation gives 6.39 eV. For the HOMO energy, the calculation gives -10.505 eV.

Mulliken atomic charge list, values in e, 8 entries: number 1, C, carries -0.805; number 2, C, carries -0.535; number 3, C, carries 0.214; number 4, C, carries -0.498; number 5, C, carries -0.578; number 6, N, carries 0.616; number 7, C, carries 0.145; number 8, N, carries -0.037